Formula: C12H38N6O6
Source: the Open Molecules 2025 dataset
Level of theory: the ωB97M-V functional and the def2-TZVPD basis

- structure (SMILES) = COC[C@H](C)N.COC[C@H](C)N.NC(N)=O.NC(N)=O.CO.CO
- lowest unoccupied orbital energy (eV) = 0.11
- charge = 0
- 2S+1 = 1
- energy relative to the best compared isomer or geometry (same formula, charge and spin) (kcal/mol) = 13.9
- Kohn-Sham gap (eV) = 8.875

Each line ends with the Mulliken charge.
Atoms and positions in Å:
C (1.96, -9.17, -6.94)  -0.615
O (2.80, -9.40, -5.83)  -0.360
C (3.27, -10.74, -5.86)  -0.276
C (4.52, -10.83, -4.94)  0.357
C (5.69, -10.04, -5.44)  -1.415
N (4.92, -12.24, -4.98)  -0.533
H (1.65, -8.12, -6.97)  0.256
H (1.13, -9.86, -6.82)  0.333
H (2.45, -9.45, -7.86)  0.186
H (2.48, -11.42, -5.53)  0.436
H (3.64, -10.98, -6.85)  -0.101
H (4.29, -10.57, -3.90)  0.480
H (6.30, -9.87, -4.55)  0.388
H (5.41, -9.03, -5.74)  0.321
H (6.30, -10.48, -6.24)  0.250
H (4.49, -12.67, -5.79)  0.172
H (4.76, -12.76, -4.14)  0.249
C (7.21, -9.22, -13.40)  -0.792
O (7.75, -9.96, -12.36)  -0.332
C (7.34, -9.33, -11.09)  -0.790
C (6.16, -10.12, -10.41)  0.478
C (5.44, -9.45, -9.23)  -1.439
N (6.70, -11.45, -10.08)  -0.597
H (7.63, -8.22, -13.42)  0.310
H (6.13, -9.10, -13.37)  0.305
H (7.26, -9.67, -14.39)  0.313
H (8.20, -9.37, -10.42)  0.376
H (7.10, -8.27, -11.19)  0.420
H (5.44, -10.27, -11.21)  0.269
H (5.10, -8.43, -9.44)  0.471
H (6.06, -9.35, -8.34)  0.255
H (4.59, -10.10, -9.01)  0.167
H (6.87, -11.97, -10.93)  0.304
H (7.62, -11.37, -9.67)  0.253
N (3.33, -17.89, -9.40)  -0.290
C (4.45, -18.58, -9.19)  0.525
N (5.42, -17.69, -9.23)  -0.344
O (4.63, -19.77, -9.02)  -0.685
H (2.45, -18.38, -9.31)  0.169
H (3.40, -16.91, -9.66)  0.296
H (6.35, -17.93, -8.91)  0.170
H (5.13, -16.75, -9.43)  0.200
N (5.37, -13.54, -8.93)  -0.311
C (4.39, -14.16, -9.52)  1.003
N (4.08, -13.51, -10.62)  -0.263
O (3.80, -15.09, -9.08)  -0.938
H (5.73, -13.97, -8.08)  0.242
H (5.61, -12.71, -9.45)  0.056
H (4.45, -12.57, -10.65)  0.013
H (3.30, -13.80, -11.19)  0.313
C (4.26, -15.57, -13.35)  -0.350
O (3.51, -16.26, -14.37)  -0.515
H (3.70, -15.40, -12.44)  -0.067
H (5.08, -16.16, -12.94)  0.304
H (4.61, -14.56, -13.55)  0.276
H (4.05, -16.32, -15.16)  0.301
C (2.37, -14.74, -6.14)  -0.837
O (3.73, -14.53, -6.46)  -0.556
H (1.65, -14.16, -6.71)  0.295
H (2.05, -15.78, -6.22)  0.334
H (2.22, -14.55, -5.07)  0.309
H (3.72, -14.54, -7.42)  0.252